A 2-piece molecular cluster, C4H8O2 overall, computed with ωB97M-V/def2-TZVPD.

Values from the calculation:
LUMO ... 0.96 eV
Energy above the lowest of the compared OMol25 structures with the same formula, charge and spin ... 23.1 kcal per mole
SMILES ... CC(=O)O.C=C
Energy ... -307.67561 Ha
Gap between HOMO and LUMO ... 10.88 eV
Net charge ... 0

Each line ends with the Mulliken charge.
CARTESIAN COORDINATES (ANGSTROEM)
C (2.10137, -0.72340, 1.25012)  -0.57
C (1.74730, -1.40746, 0.16434)  -0.51
O (-0.71502, -0.85994, -0.95337)  -0.53
C (-1.06390, 0.23788, -0.58053)  0.82
O (-0.32629, 1.01584, 0.22372)  -0.42
C (-2.35505, 0.88521, -0.98938)  -1.03
H (0.47288, 0.49712, 0.45678)  0.25
H (1.72929, -0.99392, 2.23535)  0.26
H (2.77726, 0.12702, 1.19611)  0.32
H (2.09082, -1.13345, -0.83024)  0.28
H (1.06342, -2.24860, 0.20904)  0.25
H (-3.03419, 0.10515, -1.33406)  0.31
H (-2.15784, 1.57766, -1.81361)  0.26
H (-2.79132, 1.44887, -0.16285)  0.31

***

C12H40N14O14Zn2 as an isolated structure at a distorted geometry, computed with ωB97M-V/def2-TZVPD.

Values from the calculation:
LUMO ... -6.39 eV
Energy ... -5859.63405 Ha
Gap between HOMO and LUMO ... 6.60 eV
Net charge ... +2

Each line ends with the Mulliken charge.
CARTESIAN COORDINATES (ANGSTROEM)
Zn (-0.61911, 0.52190, -1.87952)  1.21
Zn (0.13873, -0.30596, 3.69110)  0.81
C (0.13260, 0.03806, 1.14284)  1.37
O (0.26577, 0.91602, 1.97819)  -1.59
O (0.17908, 0.22595, -0.08234)  1.08
O (-0.00079, -1.08212, 1.63017)  -0.74
C (2.02022, -0.23515, -3.51743)  0.55
O (1.10734, 0.27755, -2.92164)  -0.47
N (3.27416, -0.02682, -3.20149)  -0.26
N (2.02375, -1.04489, -4.55986)  -0.44
H (4.09746, -0.25667, -3.73949)  0.21
H (3.50123, 0.52650, -2.38762)  0.04
H (1.15535, -1.30821, -5.00330)  0.22
H (2.82172, -1.55854, -4.90557)  0.16
C (-3.67364, 0.52487, -1.49224)  0.61
O (-2.48136, 0.56223, -1.20690)  -0.33
N (-4.17213, 0.72545, -2.65404)  -0.41
N (-4.65277, 0.35636, -0.62662)  -0.42
H (-5.12814, 0.56590, -2.93812)  0.19
H (-3.63804, 1.32622, -3.26553)  0.22
H (-5.61638, 0.32891, -0.92796)  0.16
H (-4.37496, 0.29987, 0.34278)  0.13
C (-2.84339, -0.08000, 3.32757)  0.66
O (-1.91326, 0.14679, 4.04308)  -0.64
N (-3.92304, 0.58466, 3.39585)  -0.36
N (-2.80964, -0.99845, 2.37895)  0.05
H (-3.86930, 1.43052, 3.94515)  0.27
H (-4.73003, 0.34546, 2.83759)  0.17
H (-3.69179, -1.39139, 2.08312)  0.34
H (-2.00305, -1.60202, 2.30670)  -0.19
C (-1.97594, 4.15127, 1.45971)  0.56
O (-2.34926, 5.22397, 1.91932)  -0.72
N (-2.62898, 3.05649, 1.70005)  -0.18
N (-0.78081, 3.92872, 1.04140)  -0.07
H (-3.29777, 3.22610, 2.43765)  0.12
H (-2.36080, 2.15883, 1.32272)  0.05
H (-0.10201, 4.67636, 1.02190)  0.24
H (-0.32026, 3.03638, 1.14968)  -0.09
C (-0.05021, 3.62534, -1.91493)  0.47
O (-0.51540, 2.48096, -1.79011)  -0.07
N (1.08287, 3.92328, -1.43004)  -0.21
N (-0.59269, 4.68444, -2.37475)  -0.42
H (1.69325, 3.20428, -1.06869)  -0.13
H (1.28876, 4.91188, -1.44945)  0.18
H (0.01057, 5.44887, -2.64273)  0.20
H (-1.40101, 4.42430, -2.92160)  0.29
C (-1.50638, -2.35705, -1.60553)  0.66
O (-1.02005, -1.44196, -2.15762)  -0.63
N (-1.32218, -2.55913, -0.34464)  0.04
N (-2.14976, -3.30201, -2.19143)  -0.39
H (-1.56843, -3.44028, 0.08318)  0.22
H (-0.87155, -1.95674, 0.32928)  -0.62
H (-2.59638, -3.99965, -1.61356)  0.14
H (-2.40574, -3.21891, -3.16492)  0.29
C (-0.58198, -3.57806, 3.94701)  0.66
O (-0.54366, -2.34172, 4.07855)  -0.71
N (-0.00069, -4.10996, 2.94193)  -0.21
N (-1.28350, -4.36042, 4.70172)  -0.41
H (0.03923, -5.11904, 2.95822)  0.19
H (0.52758, -3.55667, 2.28246)  0.15
H (-1.62803, -3.99478, 5.57791)  0.28
H (-1.26434, -5.36488, 4.59779)  0.18
C (3.47865, 1.90642, 0.88370)  0.35
C (4.40736, 2.52736, -0.17081)  -0.77
O (3.72404, 2.86880, -1.38353)  -0.47
O (2.28073, 2.67553, 1.16652)  -0.66
H (3.99471, 1.52638, 1.76538)  0.49
H (3.19137, 0.95058, 0.44560)  -0.48
H (5.30325, 1.93805, -0.36628)  0.41
H (4.85085, 3.35520, 0.38243)  0.45
H (4.29027, 3.49817, -1.83617)  0.26
H (1.55273, 2.07075, 1.32727)  0.11
C (2.69899, -2.54436, -0.74803)  0.78
C (4.10302, -3.16852, -0.92165)  -0.81
O (3.97064, -4.49121, -1.53164)  -0.53
O (2.19928, -2.73522, 0.56366)  -0.67
H (1.96801, -2.98502, -1.42597)  0.19
H (2.74249, -1.49105, -1.02507)  -0.34
H (4.76527, -3.19156, -0.05621)  0.37
H (4.77033, -2.56474, -1.53668)  0.26
H (4.21456, -5.18306, -0.91241)  0.31
H (1.39204, -2.23561, 0.70634)  0.07